ORCA calculation (ωB97M-V/def2-TZVPD) on a structure of composition C35H30ClNPW in a non-equilibrium geometry.

Each line ends with the Löwdin spin population.
Geometry (Å):
C: -0.4824 -2.5045 2.7530  0.024
C: -0.3168 -2.5968 1.3182  -0.001
C: 1.0517 -2.8763 1.0602  0.002
H: -1.1349 -2.5826 0.5437  0.000
C: 1.7368 -2.9489 2.3472  0.014
C: 0.7936 -2.6979 3.4081  0.013
H: 0.9802 -2.6350 4.5238  0.003
H: -1.4366 -2.3738 3.3047  0.003
H: 1.4575 -3.1610 0.0532  -0.001
H: 2.8043 -3.2264 2.5324  0.005
W: 0.9964 -0.7770 2.4094  0.775
Cl: 3.0766 -0.0768 1.6429  0.060
P: 0.3193 -0.4628 -2.3889  0.470
C: 1.6440 -1.6279 -2.7112  0.051
C: 1.3435 -2.4436 -3.8116  0.038
H: 0.3288 -2.3906 -4.2107  0.001
C: 2.3523 -3.2508 -4.2889  -0.001
H: 2.1154 -3.8426 -5.1482  0.000
C: 3.6003 -3.2860 -3.6735  0.030
H: 4.3703 -3.9262 -4.0933  0.002
C: 3.8588 -2.5116 -2.5396  -0.001
H: 4.8290 -2.5574 -2.0739  -0.001
C: 2.8898 -1.6859 -2.0008  0.027
H: 3.0420 -1.0954 -1.0794  0.002
C: -1.3762 -1.0584 -2.5833  0.030
C: -1.7104 -2.4369 -2.3349  0.058
H: -0.9831 -3.1235 -1.8588  0.001
C: -2.9707 -2.8217 -2.7310  -0.005
H: -3.2267 -3.8560 -2.6434  -0.002
C: -3.8974 -1.9030 -3.2150  0.079
H: -4.8662 -2.2386 -3.5534  0.004
C: -3.6096 -0.5427 -3.2347  -0.008
H: -4.3424 0.1907 -3.5233  -0.002
C: -2.3721 -0.0716 -2.8484  0.064
H: -2.1222 0.9963 -2.7377  0.003
C: 0.6576 1.2884 -2.6670  0.053
C: 1.4642 1.4669 -3.8163  0.033
H: 1.8415 0.5619 -4.3113  0.002
C: 1.7098 2.7694 -4.1944  0.000
H: 2.2963 2.8965 -5.0885  0.000
C: 1.2378 3.8407 -3.4362  0.025
H: 1.4462 4.8390 -3.7853  0.001
C: 0.5259 3.6379 -2.2556  -0.001
H: 0.2022 4.4749 -1.6633  0.000
C: 0.2322 2.3611 -1.8104  0.024
H: -0.2577 2.1532 -0.8370  0.002
C: 0.6927 4.9675 2.4435  0.011
C: 1.4302 4.1009 1.6377  -0.001
C: 1.0604 2.7729 1.4963  0.011
C: -0.0312 2.2898 2.2448  0.006
C: -0.8440 3.1811 2.9953  0.010
C: -0.4509 4.5087 3.0999  -0.001
N: -0.1862 0.9424 2.3834  0.067
C: -1.1182 0.4219 3.3480  0.000
C: -0.6751 0.2891 4.6892  0.007
C: -1.6147 -0.0429 5.6484  -0.004
C: -2.9544 -0.2019 5.3002  0.009
C: -3.3848 -0.0426 3.9797  -0.004
C: -2.4860 0.2937 2.9872  0.009
H: 1.0223 6.0105 2.5361  0.001
H: 2.3068 4.4664 1.1014  0.000
H: 1.6260 2.1102 0.8380  0.001
H: -1.7242 2.8262 3.5428  0.001
H: -1.0340 5.2004 3.6954  0.000
H: 0.3970 0.4155 4.8760  0.002
H: -1.2857 -0.1839 6.6632  0.000
H: -3.6800 -0.4648 6.0785  0.000
H: -4.4233 -0.1839 3.7352  0.000
H: -2.7416 0.4359 1.9322  0.000

The total energy comes out at -61899.295 eV. The value obtained for the strongest force on any atom is 0.0605 Eh/bohr. The value obtained for the energy above the lowest of the compared OMol25 structures with the same formula, charge and spin is 2.663 eV. The spin multiplicity is 3. Its total charge is +1. The HOMO energy (alpha / beta) is -0.3285 / -0.3451 Ha. The gap between HOMO and LUMO (alpha / beta) is 6.21 / 4.26 eV. For the LUMO energy (alpha / beta), the calculation gives -2.73 / -5.13 eV.


ORCA calculation (ωB97M-V/def2-TZVPD) on a structure of composition C35H30F3N5O2PdS3Te in a non-equilibrium geometry.

Each line ends with the Löwdin charge.
Geometry (Å):
Pd: 0.4422 -0.1634 -0.6463  0.664
S: 1.7289 0.8241 6.2731  1.049
C: 2.8668 2.0788 6.5016  -0.414
C: 3.1726 2.6986 5.3320  -0.179
C: 2.4688 2.1460 4.2263  -0.119
C: 1.6419 1.1163 4.5743  -0.485
C: 0.8050 0.2985 3.6845  -0.186
C: 0.4945 0.7718 2.3948  -0.066
N: -0.1486 0.0634 1.4995  0.057
C: -0.5449 -1.1837 1.8232  -0.155
C: -0.4128 -1.7040 3.1127  -0.130
C: -0.9532 -3.0034 3.4018  -0.015
C: -1.5329 -3.7405 2.4328  -0.012
C: -1.6069 -3.2626 1.0770  -0.127
C: -2.0906 -4.0462 0.0145  0.063
C: -2.1188 -3.5517 -1.2679  -0.170
C: -1.6643 -2.2314 -1.4608  -0.082
N: -1.1691 -1.4958 -0.4959  0.021
C: -1.1222 -1.9911 0.7767  -0.132
C: -2.5896 -4.3497 -2.4081  -0.469
C: -3.3245 -5.5033 -2.3816  -0.127
C: -3.5995 -6.0154 -3.6746  -0.185
C: -3.0619 -5.2417 -4.6590  -0.407
S: -2.2184 -3.9026 -4.0309  1.099
C: 0.2967 -0.9317 4.0447  0.037
H: 3.2470 2.2871 7.4903  0.067
H: 3.8737 3.5175 5.2535  0.104
H: 2.5942 2.4870 3.2058  0.112
H: 0.7655 1.7801 2.0988  0.112
H: -0.8715 -3.3831 4.4138  0.118
H: -1.9291 -4.7253 2.6510  0.118
H: -2.4165 -5.0603 0.2181  0.126
H: -1.7198 -1.7641 -2.4351  0.083
H: -3.6785 -5.9728 -1.4722  0.107
H: -4.1744 -6.9124 -3.8602  0.101
H: -3.1129 -5.3962 -5.7261  0.068
H: 0.4613 -1.3275 5.0422  0.110
C: 6.0400 -1.0816 1.4664  -0.103
C: 4.7113 -1.5735 0.8843  -0.231
C: 3.9745 -0.5072 0.1438  -0.587
N: 2.7959 -0.1079 0.4289  -0.003
N: 2.3040 0.8821 -0.3918  -0.123
C: 3.1514 1.2103 -1.3506  -0.709
N: 2.8840 2.1228 -2.2909  0.121
S: 4.6537 0.3554 -1.2226  1.120
H: 6.5414 -1.8866 2.0033  0.074
H: 5.8703 -0.2561 2.1596  0.079
H: 6.7096 -0.7325 0.6783  0.063
H: 4.0467 -1.9150 1.6762  0.112
H: 4.8871 -2.4148 0.2109  0.116
H: 1.8876 2.2075 -2.5113  -0.035
H: 3.4992 2.1522 -3.0868  0.105
F: 2.9039 -0.4525 -4.8933  0.115
C: 1.7843 -1.2029 -4.8360  -0.543
F: 1.9912 -2.2783 -5.6075  0.139
F: 0.8018 -0.4778 -5.4136  0.109
C: 1.3874 -1.5819 -3.3775  -0.615
O: 0.5931 -2.5171 -3.2599  0.000
O: 1.8876 -0.8267 -2.5020  -0.137
C: -4.2480 5.8018 0.4166  -0.054
C: -3.3889 4.7065 -0.1616  -0.274
C: -2.0217 4.6715 0.0548  -0.027
C: -1.2017 3.7023 -0.5292  -0.312
C: 0.2742 3.7563 -0.2089  -0.093
C: -1.7707 2.7364 -1.3701  -0.497
Te: -0.5805 1.4044 -2.5318  1.099
C: -3.1714 2.7167 -1.5409  -0.322
C: -3.8680 1.6491 -2.3521  -0.110
C: -3.9478 3.6998 -0.9409  -0.027
H: -3.6920 6.3992 1.1394  0.071
H: -5.1307 5.3931 0.9127  0.077
H: -4.5970 6.4705 -0.3742  0.081
H: -1.5613 5.4261 0.6878  0.114
H: 0.4168 4.0963 0.8209  0.074
H: 0.7927 4.4633 -0.8627  0.088
H: 0.7462 2.7853 -0.3219  -0.012
H: -3.6213 0.6563 -1.9719  0.057
H: -3.5593 1.6747 -3.3977  0.057
H: -4.9500 1.7834 -2.3099  0.072
H: -5.0236 3.6798 -1.0905  0.115

The total energy comes out at -99759.851 eV. The value obtained for the strongest force on any atom is 0.0273 Eh/bohr. The value obtained for the energy above the lowest of the compared OMol25 structures with the same formula, charge and spin is 1.629 eV. Its total charge is 0. The HOMO energy (alpha / beta) is -0.2507 / -0.2505 Ha. The gap between HOMO and LUMO (alpha / beta) is 5.81 / 5.81 eV. For the LUMO energy (alpha / beta), the calculation gives -1.01 / -1.00 eV.


ORCA calculation (ωB97M-V/def2-TZVPD) on the molecule C35H30FN3O3 in a non-equilibrium geometry.

Each line ends with the natural charge from an NBO analysis.
Geometry (Å):
C: -2.0140 -6.2988 -0.7548  -0.638
C: -3.4485 -5.8999 -1.0897  -0.063
O: -4.0410 -5.1051 -0.0822  -0.489
C: -3.6993 -3.7970 0.0430  0.316
C: -4.2698 -3.1304 1.1317  -0.257
C: -4.0060 -1.7999 1.3593  -0.146
C: -3.1512 -1.0908 0.5144  -0.155
C: -2.6124 -1.7476 -0.5872  -0.183
C: -2.8735 -3.0845 -0.8228  -0.274
H: -2.4393 -3.5513 -1.6932  0.212
H: -2.0026 -1.1940 -1.2864  0.220
C: -2.8689 0.3277 0.7610  0.431
C: -1.6439 0.8962 0.6643  -0.166
C: -0.4401 0.1338 0.4924  0.114
N: 0.6536 0.7513 0.2692  -0.448
C: 1.8705 0.1819 0.0905  -0.001
C: 2.2622 -0.9641 -0.5569  0.199
N: 3.6318 -1.0966 -0.4903  -0.214
N: 4.1229 0.0481 0.1348  -0.274
C: 3.0761 0.8771 0.5370  0.616
O: 3.2143 1.9132 1.1527  -0.623
C: 5.4270 0.0976 0.6390  0.126
C: 6.0791 -1.0661 1.0416  -0.207
C: 7.3683 -0.9956 1.5352  -0.218
C: 8.0083 0.2272 1.6482  -0.224
C: 7.3489 1.3851 1.2698  -0.194
C: 6.0663 1.3282 0.7579  -0.211
H: 5.5442 2.2250 0.4696  0.246
H: 7.8398 2.3418 1.3668  0.216
H: 9.0135 0.2771 2.0385  0.214
H: 7.8701 -1.9012 1.8431  0.213
H: 5.5687 -2.0164 0.9858  0.213
C: 4.4011 -1.6327 -1.5926  -0.424
H: 4.1701 -2.6910 -1.7044  0.213
H: 4.1855 -1.1121 -2.5319  0.193
H: 5.4608 -1.5257 -1.3707  0.234
C: 1.4455 -1.9359 -1.3313  -0.659
H: 1.4223 -2.9051 -0.8322  0.232
H: 1.8505 -2.0777 -2.3332  0.225
H: 0.4283 -1.5647 -1.4168  0.236
H: -0.5035 -0.9509 0.6372  0.168
C: -1.4675 2.3961 0.7639  -0.283
C: -2.6864 3.0395 1.3670  -0.080
C: -2.6611 4.3623 1.7841  -0.174
C: -3.7928 4.9675 2.2996  -0.221
C: -4.9726 4.2487 2.4061  -0.201
C: -5.0163 2.9282 2.0040  -0.263
C: -3.8748 2.3260 1.4855  0.344
O: -3.9921 1.0159 1.1038  -0.495
H: -5.9210 2.3454 2.0800  0.223
H: -5.8601 4.7157 2.8054  0.216
H: -3.7563 5.9989 2.6155  0.215
H: -1.7392 4.9172 1.6926  0.219
C: -1.2016 2.9474 -0.6224  -0.034
C: 0.0552 3.4330 -0.9585  -0.169
C: 0.3051 3.9129 -2.2313  -0.288
C: -0.7187 3.9020 -3.1603  0.393
C: -1.9787 3.4244 -2.8531  -0.306
C: -2.2111 2.9452 -1.5767  -0.142
H: -3.1913 2.5667 -1.3246  0.205
H: -2.7543 3.4299 -3.6029  0.226
F: -0.4806 4.3671 -4.4098  -0.332
H: 1.2767 4.2911 -2.5078  0.228
H: 0.8475 3.4154 -0.2266  0.239
H: -0.5847 2.5997 1.3789  0.249
H: -4.4497 -1.2970 2.2047  0.224
H: -4.9215 -3.6889 1.7848  0.227
H: -4.0797 -6.7917 -1.1353  0.196
H: -3.4973 -5.3945 -2.0621  0.170
H: -1.6238 -6.9500 -1.5321  0.216
H: -1.9920 -6.8283 0.1943  0.217
H: -1.3756 -5.4223 -0.6732  0.210

The structure (SMILES) is CCOc1ccc(C2=C(/C=N/c3c(C)n(C)n(-c4ccccc4)c3=O)[C@@H](c3ccc(F)cc3)c3ccccc3O2)cc1. The total energy comes out at -50111.422 eV. The value obtained for the strongest force on any atom is 0.0254 Eh/bohr. Its total charge is 0. The HOMO energy is -0.2740 Ha. The gap between HOMO and LUMO is 7.71 eV. For the LUMO energy, the calculation gives 0.25 eV.


> Look up the total charge of the second one.

0